Record 1
DFT (the ωB97M-V functional and the def2-TZVPD basis) results for a structure of composition C35H51CoN5OP2S3.

The LUMO energy (spin up / spin down) is -5.521 / -4.667 eV. The orbital gap (spin up / spin down) comes out at 7.5 / 8.4 eV. As for the net charge: +2. As for the highest occupied orbital energy (spin up / spin down): -13.068 / -13.090 eV. The spin multiplicity is 2.

Element x y z (Å)
Co1 0.246096 0.416772 -0.194253
C1 1.330320 -0.274053 -3.350899
C2 0.366148 -1.358153 -2.922793
S1 0.387118 -1.726721 -1.160361
C3 2.057449 -2.402907 -0.910048
C4 2.822042 -1.804305 0.263674
S2 2.864449 -0.004791 0.327967
C5 3.712953 0.408469 -1.212801
C6 2.972033 1.507994 -1.955039
S3 1.217182 1.193074 -2.293351
H1 1.092409 0.030026 -4.370858
H2 2.362868 -0.618612 -3.351640
H3 0.554299 -2.281400 -3.473010
H4 -0.667297 -1.060832 -3.122939
H5 2.604056 -2.288092 -1.845243
H6 1.932747 -3.472918 -0.744433
H7 3.844512 -2.183215 0.256342
H8 2.377413 -2.108489 1.212602
H9 3.812366 -0.494411 -1.813179
H10 4.721322 0.753686 -0.985674
H11 3.452570 1.724593 -2.910203
H12 2.981804 2.427725 -1.376896
N1 0.899685 1.665517 2.400982
P1 0.322593 2.344081 0.950163
C7 -1.084880 3.326314 1.532924
C8 -1.278772 4.664347 1.199971
C9 -2.298116 5.390239 1.803745
C10 -3.117997 4.788890 2.745980
C11 -2.947420 3.446339 3.061799
C12 -1.946687 2.713165 2.447540
C13 1.557582 3.525797 0.407266
C14 2.717078 3.792214 1.128458
C15 3.630810 4.722171 0.647489
C16 3.383294 5.391959 -0.542135
C17 2.225451 5.128455 -1.265837
C18 1.317516 4.192551 -0.798269
C19 0.583251 0.349768 2.671020
C20 0.787020 -0.196300 3.940820
C21 0.415043 -1.498466 4.166931
C22 -0.163604 -2.237652 3.134173
C23 -0.317899 -1.633557 1.913020
N2 0.063669 -0.362235 1.658172
H13 1.073364 2.251660 3.206198
H14 -0.621434 5.169058 0.505351
H15 -2.431545 6.434169 1.553875
H16 -3.894169 5.364318 3.233251
H17 -3.593361 2.972301 3.788949
H18 -1.830952 1.664942 2.697558
H19 2.929966 3.266242 2.050451
H20 4.533629 4.926909 1.207003
H21 4.093505 6.121622 -0.907453
H22 2.035134 5.649190 -2.194835
H23 0.426134 3.976467 -1.378317
H24 1.220928 0.410948 4.723244
H25 0.560490 -1.939201 5.144301
H26 -0.490515 -3.256332 3.280341
H27 -0.772577 -2.161754 1.090736
O1 -1.808501 0.703717 -0.644409
P2 -3.164203 0.513697 -1.272050
N3 -2.947301 0.642803 -2.909700
C24 -1.889243 1.456251 -3.531965
C25 -2.545749 2.045275 -4.777447
C26 -3.566604 0.981635 -5.167795
C27 -4.103255 0.511510 -3.819199
N4 -4.257122 1.632024 -0.809347
C28 -4.013867 3.029032 -1.212764
C29 -5.003015 3.811088 -0.363439
C30 -6.214297 2.886718 -0.318462
C31 -5.616216 1.475664 -0.246976
N5 -3.847405 -0.937783 -0.905594
C32 -2.969982 -2.110755 -0.784927
C33 -3.931709 -3.270881 -0.581882
C34 -5.094633 -2.878758 -1.484383
C35 -5.232190 -1.383748 -1.220253
H28 -1.035910 0.830339 -3.811024
H29 -1.524163 2.223937 -2.847865
H30 -1.823433 2.253815 -5.565198
H31 -3.051208 2.980754 -4.528675
H32 -3.074875 0.154827 -5.684723
H33 -4.355153 1.359459 -5.815271
H34 -4.457362 -0.518047 -3.857922
H35 -4.935137 1.147066 -3.489238
H36 -4.223976 3.172277 -2.280024
H37 -2.973861 3.309187 -1.023975
H38 -5.223621 4.791513 -0.782523
H39 -4.600035 3.946644 0.639813
H40 -6.807321 2.996477 -1.227808
H41 -6.868172 3.085129 0.528604
H42 -6.222025 0.788632 -0.829208
H43 -5.563268 1.101698 0.777642
H44 -2.274370 -1.975396 0.034907
H45 -2.398575 -2.269121 -1.708310
H46 -4.258555 -3.311148 0.459356
H47 -3.483590 -4.229089 -0.839259
H48 -6.016443 -3.413573 -1.264853
H49 -4.838162 -3.062240 -2.530648
H50 -5.883480 -1.207375 -0.364410
H51 -5.646788 -0.853228 -2.075728

Atomic forces in eV per Å
0.64 -0.29 -0.28
0.00 -0.02 -0.15
-0.11 -0.14 -0.11
-0.17 0.17 0.13
0.06 -0.05 -0.04
-0.06 -0.06 -0.05
0.03 0.11 0.19
-0.03 -0.01 -0.06
0.03 -0.07 -0.10
-0.18 0.36 0.36
0.05 0.01 -0.01
-0.01 -0.03 0.04
-0.02 0.00 -0.01
0.03 -0.05 0.10
0.01 0.03 0.01
0.04 -0.01 -0.02
-0.01 -0.03 0.01
-0.01 0.03 0.00
0.01 0.01 -0.01
-0.01 0.00 0.02
0.00 -0.03 0.00
0.00 0.05 0.01
0.10 0.03 -0.01
-0.08 -0.17 -0.01
-0.08 -0.03 -0.09
0.02 0.07 0.06
0.02 -0.04 0.02
-0.01 0.01 -0.01
-0.01 -0.01 -0.05
-0.04 -0.01 -0.04
-0.03 0.16 0.06
0.08 -0.03 -0.05
-0.01 -0.02 -0.02
0.00 0.00 -0.01
0.01 -0.01 0.00
0.02 0.06 0.04
-0.01 0.13 -0.02
-0.02 0.02 0.00
-0.01 -0.05 0.06
-0.01 0.03 -0.01
0.00 0.10 0.11
-0.03 -0.09 0.15
-0.02 -0.01 0.01
0.02 -0.03 0.00
0.00 0.00 0.00
0.00 0.00 0.00
0.00 0.00 0.00
0.01 0.00 -0.01
-0.03 0.01 0.00
0.00 0.00 0.00
0.00 0.00 0.00
0.00 0.00 0.00
-0.03 0.00 0.02
0.01 0.00 0.00
0.00 -0.01 -0.01
-0.01 0.00 0.00
0.07 -0.04 0.02
-0.16 -0.33 -0.15
0.07 -0.07 0.19
0.12 -0.11 -0.21
-0.14 0.13 0.08
0.04 0.02 -0.03
-0.02 -0.01 0.00
0.03 0.04 -0.02
-0.25 0.20 -0.18
0.01 -0.06 -0.02
0.01 0.02 0.04
0.00 -0.02 0.05
0.06 0.14 0.10
-0.07 0.05 0.02
-0.05 -0.02 -0.16
0.01 -0.03 0.03
-0.03 0.00 -0.01
0.05 -0.01 -0.03
-0.05 0.04 -0.06
0.02 -0.02 0.00
0.00 0.03 0.00
0.00 -0.01 0.01
0.00 0.00 0.01
0.00 -0.01 -0.01
0.01 -0.03 0.00
0.01 -0.01 0.02
0.02 0.00 -0.01
-0.03 -0.01 0.02
-0.01 0.00 0.01
0.05 0.01 0.00
0.01 -0.01 -0.01
-0.02 0.01 -0.02
0.00 0.04 0.03
0.02 0.02 0.01
-0.02 0.02 0.03
0.05 0.01 0.00
0.00 0.00 0.00
-0.01 0.00 0.00
0.00 -0.01 -0.01
0.01 0.01 0.01
0.02 -0.04 0.03
-0.01 0.01 0.02

Mulliken population analysis, charges in e, atoms 1 to 6:
1 Co 0.273
2 C -1.370
3 C -0.494
4 S 0.204
5 C -1.260
6 C -0.797



Record 2
DFT (the ωB97M-V functional and the def2-TZVPD basis) results for a structure of composition C35H51N2NaO5.

The LUMO energy is 3.618 eV. The orbital gap comes out at 5.4 eV. As for the net charge: -2. As for the highest occupied orbital energy: -1.807 eV. The spin multiplicity is 1.

Element x y z (Å)
Na1 -0.191041 0.750075 0.530165
C1 0.750986 -0.123472 3.272919
C2 1.367164 1.125287 3.031256
C3 0.302154 2.123017 3.033435
C4 -0.903837 1.426454 3.203842
C5 -0.658110 0.048607 3.331693
C6 -1.702535 -0.998163 3.542066
C7 -2.771269 -0.899403 2.397020
C8 -1.111009 -2.422722 3.614193
C9 -2.496320 -0.744376 4.879836
C10 0.281553 3.636787 2.906380
C11 0.602764 4.270514 4.230677
C12 1.242417 4.180520 1.888131
C13 -1.160578 4.072687 2.499203
C14 2.860844 1.208070 2.927446
C15 3.431876 1.563636 1.553209
C16 3.534699 -0.093206 3.320394
C17 3.338436 2.251820 3.964751
H1 1.380311 -0.992619 3.411357
H2 -1.899908 1.862927 3.075320
H3 -2.334778 -1.212844 1.489935
H4 -3.210861 0.107897 2.208782
H5 -3.649922 -1.539528 2.582863
H6 -0.689710 -2.656704 2.679895
H7 -1.882855 -3.162289 3.921280
H8 -0.310039 -2.423680 4.318813
H9 -3.258849 -0.014001 4.645773
H10 -1.801575 -0.434222 5.610159
H11 -3.038621 -1.661842 5.142353
H12 1.685356 4.147791 4.475633
H13 -0.048015 3.977544 5.064642
H14 0.498155 5.416412 4.137293
H15 2.309108 3.906496 1.988861
H16 1.136578 5.288318 1.969082
H17 0.962940 3.854840 0.816903
H18 -1.876976 3.991585 3.321577
H19 -1.579217 3.417789 1.666688
H20 -1.065044 5.117183 2.090481
H21 3.312893 0.774089 0.882037
H22 4.532145 1.853646 1.579972
H23 2.943400 2.442587 1.091172
H24 3.466479 -0.938267 2.581037
H25 3.202615 -0.424613 4.280103
H26 4.613134 0.124465 3.309537
H27 3.022091 3.236438 3.656045
H28 4.424015 2.195473 3.925484
H29 2.945782 2.015969 4.977625
C18 1.495462 2.254286 -3.581220
C19 0.473535 1.850499 -2.561528
O1 0.870029 1.480222 -1.455879
C20 -0.954218 1.812055 -2.974885
C21 -1.240078 1.734901 -4.346036
C22 -2.513110 1.556999 -4.801822
C23 -3.548075 1.498211 -3.819768
C24 -3.279090 1.588811 -2.500878
C25 -1.964893 1.686484 -1.952343
O2 -1.887554 1.606294 -0.683101
H30 2.418594 2.520890 -3.070196
H31 1.196458 3.103685 -4.149945
H32 1.760275 1.370825 -4.236404
H33 -0.438153 1.778753 -5.081369
H34 -2.724989 1.258261 -5.796027
H35 -4.607085 1.389830 -4.151881
H36 -4.048006 1.538516 -1.775155
O3 -0.641200 -1.392971 -0.703252
C26 -1.303546 -1.439023 -1.717416
C27 -0.702549 -1.471063 -3.086088
C28 -0.908646 -2.904775 -3.623290
C29 -1.155339 -3.984816 -2.630429
C30 -2.565589 -4.099090 -2.002264
C31 -2.984799 -2.953923 -1.088858
N1 -2.679168 -1.681600 -1.676970
H37 0.357452 -1.238332 -2.952866
H38 -1.096472 -0.696782 -3.726946
H39 0.030869 -3.198511 -4.067310
H40 -1.655985 -3.004757 -4.421122
H41 -0.387836 -4.051185 -1.876241
H42 -1.077458 -4.903138 -3.263353
H43 -2.647829 -5.016234 -1.362862
H44 -3.297651 -4.187975 -2.782392
H45 -2.491020 -3.064451 -0.095001
H46 -4.081143 -3.023237 -0.901901
H47 -3.130829 -1.609025 -2.571378
O4 2.472552 -1.942175 -6.192240
C32 2.524529 -2.756465 -5.255561
C33 3.089135 -2.290031 -3.914224
C34 2.878366 -3.527051 -3.002157
C35 2.588490 -4.604370 -4.033142
O5 2.563499 -5.775773 -3.661110
N2 2.296445 -4.098250 -5.254161
H48 2.601162 -1.425905 -3.489461
H49 4.154302 -2.028381 -4.066635
H50 2.034790 -3.532437 -2.323398
H51 3.699536 -3.774769 -2.346852

Atomic forces in eV per Å
-0.03 -0.07 0.14
-0.36 0.47 -0.36
-1.38 0.25 -0.09
0.81 -0.69 -0.47
-0.49 -0.42 -0.35
0.86 -0.20 0.18
-1.74 -0.11 0.31
-0.61 0.21 1.02
-1.41 0.82 0.50
-0.28 -0.88 -1.98
-0.89 -1.21 -0.03
0.88 2.52 0.77
0.09 0.64 -2.14
0.27 0.09 -1.59
0.20 0.72 0.57
0.76 2.51 0.34
1.08 -0.65 -1.31
0.19 -0.70 -0.17
-0.64 -0.31 -0.12
0.43 -0.27 0.34
0.54 -0.38 -1.29
0.68 -0.43 0.44
0.26 -0.13 0.12
0.48 -0.62 -1.36
0.46 0.37 -0.32
0.56 -0.12 0.75
-0.02 0.59 0.40
0.47 0.40 1.16
0.18 0.07 0.26
-1.07 -0.14 0.18
0.26 -0.27 -0.28
-0.04 -1.33 0.12
-0.77 0.27 0.35
0.39 -0.50 -0.45
0.24 0.52 1.52
0.22 0.33 0.00
0.70 0.89 0.85
-0.50 -0.73 0.59
-0.17 -1.43 -1.14
-1.05 -0.56 0.21
0.13 -0.60 0.25
-0.49 0.80 0.57
0.01 -0.31 0.72
-0.06 -0.14 0.44
0.09 0.15 0.15
0.33 0.34 0.45
0.29 0.18 -0.62
1.20 -1.11 -0.16
-0.70 -0.62 0.18
-0.14 0.33 -0.13
1.70 0.19 1.39
-0.01 0.24 -0.24
-0.71 -0.40 1.18
-0.66 -0.01 -1.30
-0.04 0.15 -0.22
-0.64 -0.33 0.19
0.94 0.37 -0.71
0.01 -0.08 0.19
-0.37 0.45 -0.74
-0.46 0.97 0.46
-0.01 -0.11 0.29
-0.10 0.22 -0.95
0.85 0.00 0.24
-0.78 -0.08 0.59
0.02 -0.02 0.30
-0.34 0.28 -0.24
0.43 0.03 0.28
0.52 0.72 -0.67
-1.27 -2.13 -0.09
0.49 -0.42 1.22
-0.70 -0.88 1.27
0.32 0.51 0.37
-0.05 -0.16 -0.11
-0.41 0.04 -0.26
0.27 0.07 -0.55
-0.01 0.45 0.13
0.34 0.08 0.35
0.24 0.34 0.72
0.19 0.40 -0.72
-0.42 -0.12 -0.67
-0.26 0.37 -0.73
0.60 0.10 -0.01
0.13 0.21 -0.44
-0.48 -0.92 0.37
0.80 0.52 -0.30
0.03 -0.60 1.36
0.64 0.71 -0.80
-0.19 -0.20 0.66
-0.07 -0.40 -0.54
-0.13 0.24 -0.54
-0.21 0.52 -0.27
-0.45 -0.22 0.15
-0.53 0.58 -0.02
0.54 -0.22 -0.09

Mulliken population analysis, charges in e, atoms 1 to 6:
1 Na 0.752
2 C -0.638
3 C 0.150
4 C -0.332
5 C -0.944
6 C -0.741



Energy relative to the best compared isomer or geometry (same formula, charge and spin) readings, ordered: 14.3 2.2 kcal/mol